(1)
A molecular structure, C22H20B2F4HfIN4O8S, computed with ωB97M-V/def2-TZVPD.

Atoms and positions in Å:
Hf  1.98659  -0.68795  -0.00732
C  1.98872  -0.44019  4.43788
C  1.94079  -0.79917  3.00220
N  2.15096  0.01233  2.03091
O  2.46280  1.32241  2.12695
B  2.99738  1.86342  0.79842
F  3.75674  0.72044  0.25637
F  3.70070  2.96039  1.04451
O  1.99701  2.14422  -0.35400
N  1.94102  1.07411  -1.22553
C  2.27067  1.04181  -2.46101
C  2.49542  2.22443  -3.32296
C  2.40713  -0.41242  -2.96970
N  2.61336  -1.19693  -1.97991
O  2.62850  -2.55948  -1.98502
B  2.82878  -3.20291  -0.61401
F  3.53559  -4.31000  -0.75890
F  3.60686  -2.03048  0.10489
O  1.76819  -3.43739  0.45632
N  1.51798  -2.33551  1.27012
C  1.81111  -2.25466  2.51256
C  2.15191  -3.39275  3.39551
C  2.30235  -0.80854  -4.39428
H  2.03606  0.64013  4.54431
H  2.86311  -0.89175  4.91175
H  1.09984  -0.81571  4.94710
H  2.50072  3.12838  -2.71897
H  1.68869  2.28988  -4.05725
H  3.43478  2.13438  -3.86988
H  2.08973  -4.32746  2.84560
H  1.46637  -3.41543  4.24523
H  3.16069  -3.26735  3.79452
H  2.12173  0.04898  -5.03625
H  1.48305  -1.52309  -4.49348
H  3.22055  -1.30766  -4.70851
O  -0.56732  1.45634  2.87092
C  -1.43172  0.80628  2.35726
O  -1.11697  -0.44168  1.83473
C  -2.84719  1.08607  2.13502
C  -3.50227  2.28000  2.42498
C  -4.83647  2.39233  2.09281
C  -5.50491  1.32125  1.48862
C  -4.86430  0.12795  1.20783
C  -3.51835  0.02944  1.53957
S  -2.43928  -1.30853  1.26988
H  -2.95677  3.09114  2.88953
H  -5.37196  3.30922  2.29572
H  -6.54944  1.42998  1.22799
H  -5.39239  -0.68843  0.73387
I  -5.41298  2.95551  -2.16019
C  -3.77978  1.66593  -2.10844
C  -2.70733  1.95481  -1.27531
C  -1.64486  1.06839  -1.20373
C  -1.63803  -0.08871  -1.97720
C  -2.70107  -0.34744  -2.83542
C  -3.78008  0.51979  -2.89332
C  -0.51894  -1.07479  -1.91952
O  -0.32149  -1.89670  -2.77636
O  0.20635  -1.03956  -0.79215
H  -2.70894  2.85256  -0.67216
H  -0.82103  1.28910  -0.53698
H  -2.68207  -1.24331  -3.44201
H  -4.61630  0.30461  -3.54411

Summary:
* E_tot: -2864.4671 Ha
* LUMO energy: -4.31 eV
* HOMO: -0.405 hartree
* frontier orbital gap: 0.246 Ha
* total charge: +1
* relative energy (zero: lowest compared OMol25 entry of this formula, charge and spin): 97.0 kJ/mol
* multiplicity: 1

Partial charges, Mulliken, in e: 0.603 -1.889 0.819 0.458 -0.388 0.573 -0.386 -0.212 -0.428 0.561 0.571 -1.768 0.803 0.303 -0.327 0.628 -0.207 -0.576 -0.455 0.690 0.738 -1.759 -1.475 0.412 0.463 0.364 0.399 0.384 0.412 0.440 0.396 0.365 0.426 0.320 0.364 -0.609 0.593 0.069 -0.468 -0.457 -0.721 -0.497 -0.717 1.052 -0.080 0.520 0.413 0.492 0.471 0.130 -0.181 -1.032 0.183 0.745 -0.768 -0.540 -0.349 -0.614 -0.167 0.523 0.461 0.503 0.423

(2)
A molecular structure, C22H20BF4HfN2O10S2, computed with ωB97M-V/def2-TZVPD.

Atoms and positions in Å:
Hf  -0.33734  0.53976  0.16922
C  -1.24136  -2.78932  -2.77453
O  0.14085  -2.90397  -3.14853
C  1.06348  -2.93469  -2.14583
C  2.11303  -3.82757  -2.28295
C  3.08248  -3.97445  -1.29546
C  2.96749  -3.24284  -0.13118
C  1.93525  -2.31299  0.01814
C  1.80512  -1.65227  1.30783
N  0.92427  -0.76951  1.58574
N  0.88960  -0.35450  2.93296
C  0.37623  0.82907  2.98634
O  0.08954  1.55353  1.93685
C  0.03314  1.38163  4.32101
C  0.68730  0.94947  5.47034
C  0.32437  1.46187  6.70464
C  -0.69888  2.39741  6.79845
C  -1.35390  2.82419  5.65311
C  -0.98308  2.32365  4.41311
C  1.00937  -2.08564  -1.01687
O  0.11025  -1.12602  -0.95505
H  -1.80497  -3.22189  -3.59954
H  -1.53708  -1.75739  -2.62488
H  -1.43833  -3.35096  -1.85982
H  2.13686  -4.42574  -3.18531
H  3.88944  -4.68201  -1.42574
H  3.66765  -3.38153  0.68295
H  2.46519  -1.97220  2.11412
H  1.47127  0.21069  5.38340
H  0.83813  1.12888  7.59733
H  -0.98448  2.79177  7.76553
H  -2.15666  3.54643  5.72321
H  -1.48476  2.64175  3.50922
O  -1.69476  2.65127  -2.89115
S  -1.65566  1.21591  -2.88026
O  -2.59400  0.51947  -3.71197
O  -1.73162  0.64509  -1.47859
C  -0.00607  0.75051  -3.45958
C  -0.00998  -0.00633  -4.62019
C  1.17174  -0.42868  -5.21518
C  2.38515  -0.09700  -4.65530
C  2.41575  0.66359  -3.49498
C  1.24158  1.09189  -2.89593
S  1.54807  1.95297  -1.36296
O  2.48016  3.00139  -1.59444
O  0.19894  2.36018  -0.85701
O  1.92264  0.89981  -0.38565
H  -0.96520  -0.27673  -5.04520
H  1.13144  -1.03555  -6.10979
H  3.31115  -0.43337  -5.10280
H  3.36390  0.92478  -3.04413
C  -2.36123  3.28319  0.39676
O  -2.30129  1.90892  0.81157
H  -3.31149  3.71458  0.71977
H  -2.24456  3.37385  -0.68340
H  -1.54052  3.79635  0.89454
H  -3.00839  1.42414  0.35139
F  -3.63741  -1.30350  2.43477
B  -3.23044  -1.18311  1.13975
F  -1.78765  -0.65225  1.21176
F  -3.94087  -0.21203  0.44651
F  -3.14885  -2.36397  0.45387

Summary:
* E_tot: -2981.5720 Ha
* LUMO energy: 2.23 eV
* HOMO: -0.210 hartree
* frontier orbital gap: 0.292 Ha
* total charge: -1
* relative energy (zero: lowest compared OMol25 entry of this formula, charge and spin): 0.0 kJ/mol
* multiplicity: 1

Partial charges, Mulliken, in e: 2.575 -0.652 -0.448 -0.390 -0.385 -0.779 -0.943 0.722 -0.739 0.781 -1.250 0.614 -0.765 0.282 -0.387 -0.628 -0.345 -0.685 -0.356 1.121 0.357 0.232 0.128 0.380 0.444 0.382 0.388 0.356 0.451 0.369 0.369 0.393 0.441 -0.762 1.601 -0.766 -0.732 -0.002 -0.549 -0.547 -0.676 -0.838 0.647 1.387 -0.733 -0.667 -0.603 0.527 0.371 0.403 0.445 -0.803 -0.243 0.320 0.247 0.258 0.301 -0.329 0.058 -0.551 -0.483 -0.312

(3)
A molecular structure, C22H20Cl3CoN5O, computed with ωB97M-V/def2-TZVPD.

Atoms and positions in Å:
Co  0.64388  -0.07697  0.06906
C  -2.21509  0.08770  -0.93970
C  -2.12984  -1.42908  -1.06961
C  -0.87946  -1.95319  -1.73118
C  -0.99413  -2.87580  -2.76492
C  0.13609  -3.38743  -3.37435
C  1.38017  -2.95908  -2.93599
C  1.42529  -2.03589  -1.91564
N  0.33053  -1.53589  -1.31752
N  -1.40058  0.65876  0.15398
C  -1.41121  2.12505  0.07018
C  -0.29740  2.70657  0.90504
C  -0.38007  4.00084  1.39116
C  0.70236  4.53799  2.06816
C  1.83570  3.75712  2.23376
C  1.82605  2.46779  1.73832
N  0.78129  1.93532  1.09359
C  -1.88922  0.27144  1.49504
C  -1.28473  -1.02208  1.94960
C  -1.90615  -1.86769  2.85371
C  -1.28642  -3.05324  3.20363
C  -0.06787  -3.37173  2.61634
C  0.49029  -2.48012  1.72934
N  -0.09191  -1.30961  1.41462
H  -3.26234  0.38323  -0.80740
H  -1.86409  0.54546  -1.86658
H  -2.97844  -1.75093  -1.67231
H  -2.26581  -1.91719  -0.10251
H  -1.97912  -3.18830  -3.08297
H  0.04872  -4.10647  -4.17771
H  2.29714  -3.32862  -3.37165
H  2.37723  -1.67167  -1.54865
H  -2.37670  2.53469  0.38683
H  -1.26669  2.41833  -0.97220
H  -1.28309  4.57629  1.23562
H  0.66205  5.54508  2.46060
H  2.71040  4.13117  2.74587
H  2.69728  1.84007  1.86965
H  -2.98278  0.23468  1.52151
H  -1.57830  1.04422  2.20186
H  -2.87002  -1.59624  3.26273
H  -1.75095  -3.72866  3.90926
H  0.44296  -4.29723  2.83890
H  1.42758  -2.70601  1.23882
Cl  4.31810  2.46229  -2.71940
C  2.63485  2.36175  -3.24220
Cl  1.89746  3.95780  -3.34402
Cl  2.48639  1.48241  -4.75877
C  1.91065  1.60341  -2.20761
N  1.33476  1.02858  -1.40651
O  3.35594  -0.58644  1.71404
C  2.53925  -0.46244  0.95820

Summary:
* E_tot: -3962.2408 Ha
* LUMO energy (alpha / beta): -5.89 / -5.42 eV
* HOMO (alpha / beta): -0.544 / -0.569 hartree
* frontier orbital gap (alpha / beta): 0.327 / 0.370 Ha
* total charge: +2
* relative energy (zero: lowest compared OMol25 entry of this formula, charge and spin): 0.0 kJ/mol
* multiplicity: 2

Partial charges, Mulliken, in e: 0.089 -1.138 -1.170 0.836 -0.896 -0.484 -0.955 -0.266 0.614 0.698 -1.199 0.719 -0.910 -0.499 -0.852 -0.217 0.364 -1.086 0.434 -1.127 -0.367 -1.065 0.001 0.822 0.474 0.469 0.584 0.332 0.498 0.434 0.481 0.441 0.475 0.444 0.511 0.453 0.491 0.290 0.458 0.485 0.521 0.463 0.464 0.517 -0.066 0.731 -0.065 -0.059 0.236 -0.179 -0.178 -0.056

(4)
A single C22H20ClF4NO2 molecule, computed with ωB97M-V/def2-TZVPD.

Atoms and positions in Å:
C  -0.63925  -3.49970  -3.10895
C  -0.03672  -2.18597  -3.56610
C  0.84916  -1.65330  -2.47281
C  0.27525  -0.70777  -1.49029
C  1.03742  -0.17943  -0.46787
C  0.48109  0.85647  0.56046
C  0.97689  0.53115  1.92147
C  1.42767  0.34735  3.01856
C  2.08755  0.18701  4.27495
C  2.86650  1.40491  4.80380
C  3.62481  0.19851  4.28724
O  -0.94310  0.64309  0.54021
C  -1.83756  1.21603  1.52507
C  -3.16723  1.48119  0.85398
C  -3.43370  2.77294  0.25040
F  -2.51289  3.74778  0.32851
C  -4.65604  3.00861  -0.35932
C  -5.63519  1.98043  -0.46062
C  -5.33538  0.70495  0.05222
C  -4.11521  0.47555  0.70867
Cl  -3.75335  -1.09982  1.30412
C  0.94402  2.32107  0.18647
F  2.26995  2.60241  0.16435
F  0.42845  2.76177  -0.98766
F  0.44565  3.18670  1.11760
C  2.45353  -0.49700  -0.51938
O  3.27608  -0.18306  0.30456
N  2.97162  -1.30131  -1.48023
C  2.21993  -1.92727  -2.44744
C  2.92730  -2.81283  -3.47724
H  -1.20816  -3.34483  -2.17577
H  -1.29252  -3.94626  -3.86310
H  0.13929  -4.20978  -2.89619
H  -0.86440  -1.52952  -3.85339
H  0.53770  -2.33681  -4.47717
H  -0.78698  -0.45604  -1.59032
H  1.56888  -0.44371  4.98164
H  2.92817  2.30179  4.19534
H  2.91363  1.58616  5.87645
H  4.11763  -0.40966  5.03941
H  4.14990  0.17765  3.31415
H  -1.92696  0.49657  2.36157
H  -1.42442  2.10164  2.00040
H  -4.91168  4.02479  -0.72754
H  -6.60245  2.20819  -0.89903
H  -6.04558  -0.10881  0.00220
H  3.99688  -1.43048  -1.44918
H  3.90646  -3.14053  -3.13034
H  3.01248  -2.26532  -4.39638
H  2.29488  -3.65548  -3.67747

Summary:
* E_tot: -1915.1287 Ha
* LUMO energy: 0.65 eV
* HOMO: -0.294 hartree
* frontier orbital gap: 0.318 Ha
* SMILES: CCc1cc([C@](C#CC2CC2)(OCc2c(F)cccc2Cl)C(F)(F)F)c(=O)[nH]c1C
* total charge: 0
* relative energy (zero: lowest compared OMol25 entry of this formula, charge and spin): 0.0 kJ/mol
* multiplicity: 1

Partial charges, Mulliken, in e: -1.115 -1.255 0.173 -0.199 -0.970 1.642 -0.857 0.214 -0.370 -0.615 -0.531 0.135 -1.043 0.098 0.315 -0.267 -0.530 -0.439 -0.568 0.448 -0.197 0.741 -0.251 -0.291 -0.285 0.157 -0.734 -0.007 0.832 -1.456 0.309 0.380 0.323 0.402 0.385 0.511 0.401 0.241 0.263 0.261 0.213 0.476 0.537 0.365 0.373 0.414 0.275 0.393 0.341 0.362

| no. | largest force on an atom (eV/Å) |
| --- | --- |
| 1 | 0.90 |
| 2 | 1.01 |
| 3 | 0.55 |
| 4 | 3.07 |